Here is C7H26CrN2P2S as an isolated structure in a non-equilibrium geometry from the Open Molecules 2025 dataset. Energies are from ωB97M-V/def2-TZVPD.

Calculated values
2S+1   5
E_HOMO (alpha / beta)   -3.69 / -5.26 eV
Net charge   0

Last column: Mulliken spin population.
Cartesian coordinates (Å):
Cr (-0.94, 0.00, -0.46)  3.78
H (3.86, 0.31, 0.57)  0.00
H (3.93, -0.44, 0.57)  0.00
P (-0.35, 2.30, -0.81)  -0.03
P (-0.45, -2.27, -0.80)  -0.04
C (-1.49, -3.32, 0.21)  0.04
H (-1.20, -4.34, -0.03)  0.00
H (-1.30, -3.10, 1.26)  0.00
H (-2.53, -3.09, -0.02)  0.01
C (-0.53, -2.87, -2.49)  0.00
H (0.28, -2.40, -3.06)  0.00
H (-0.43, -3.98, -2.50)  0.00
H (-1.50, -2.51, -2.86)  0.02
C (1.16, -2.99, -0.28)  0.03
H (1.31, -2.81, 0.80)  0.01
H (1.09, -4.07, -0.49)  -0.01
H (1.98, -2.53, -0.84)  0.00
C (-0.59, 2.89, -2.47)  0.01
H (-0.40, 3.97, -2.51)  0.00
H (0.08, 2.34, -3.13)  0.00
H (-1.63, 2.63, -2.71)  0.02
C (-1.19, 3.39, 0.31)  0.04
H (-0.84, 3.25, 1.33)  0.00
H (-0.92, 4.39, -0.02)  0.00
H (-2.26, 3.20, 0.28)  0.00
C (1.33, 2.91, -0.46)  0.02
H (2.08, 2.43, -1.09)  0.00
H (1.32, 3.99, -0.65)  -0.01
H (1.57, 2.71, 0.59)  0.00
H (0.35, -0.02, -1.35)  -0.06
H (-0.49, -0.05, -2.01)  -0.07
N (-0.05, 1.13, 3.40)  0.01
C (-0.35, 0.04, 2.65)  0.02
N (-0.09, -1.13, 3.25)  0.01
S (-1.70, 0.09, 1.55)  0.17
H (0.63, 1.05, 4.18)  0.01
H (-0.20, 2.07, 3.02)  0.00
H (-0.17, -2.08, 2.86)  0.00
H (0.62, -1.11, 4.21)  0.01

Here is a 6-piece molecular cluster, C18H27ClN3O12 overall in a non-equilibrium geometry from the Open Molecules 2025 dataset. Energies are from ωB97M-V/def2-TZVPD.

Calculated values
2S+1   1
E_HOMO   1.83 eV
Net charge   -3

Last column: Löwdin charge in e.
Cartesian coordinates (Å):
N (-19.64, -7.03, -8.12)  0.30
H (-19.70, -6.04, -7.86)  0.08
H (-19.51, -7.22, -9.12)  0.05
H (-20.50, -7.53, -7.91)  0.05
H (-18.82, -7.45, -7.67)  0.06
N (-19.54, -9.99, -11.07)  0.27
H (-19.10, -10.90, -11.08)  0.13
H (-19.64, -9.62, -10.12)  0.08
H (-20.33, -9.91, -11.70)  0.13
H (-18.80, -9.44, -11.51)  0.04
C (-17.15, -5.78, -10.65)  0.00
C (-17.85, -6.95, -11.13)  -0.29
C (-17.00, -7.88, -12.08)  -0.35
O (-17.49, -8.96, -12.44)  -0.09
C (-15.68, -7.45, -12.50)  -0.01
C (-15.10, -6.29, -11.97)  -0.39
C (-15.85, -5.45, -10.98)  -0.38
O (-15.34, -4.38, -10.52)  -0.02
O (-14.01, -5.96, -12.52)  -0.06
O (-18.91, -7.42, -10.63)  -0.11
H (-17.74, -5.11, -10.05)  0.07
H (-15.23, -8.08, -13.24)  0.08
C (-16.84, -7.04, -6.51)  -0.06
C (-16.62, -8.14, -7.29)  -0.43
C (-15.29, -8.40, -8.04)  -0.39
O (-15.20, -9.41, -8.85)  -0.13
C (-14.19, -7.59, -7.83)  -0.04
C (-14.32, -6.44, -6.97)  -0.39
C (-15.77, -6.00, -6.42)  -0.33
O (-15.87, -4.94, -5.78)  -0.07
O (-13.42, -5.63, -6.76)  -0.06
O (-17.52, -9.03, -7.20)  -0.12
H (-17.78, -6.83, -6.00)  0.07
H (-13.27, -7.84, -8.34)  0.09
Cl (-22.33, -8.83, -8.62)  0.67
O (-22.51, -7.65, -9.46)  -0.36
O (-23.46, -9.76, -8.68)  -0.37
O (-21.12, -9.56, -8.96)  -0.37
O (-22.15, -8.35, -7.27)  -0.38
C (-21.08, -5.39, -4.79)  -0.08
C (-20.38, -4.41, -5.70)  -0.28
N (-20.60, -4.54, -7.13)  -0.23
C (-22.05, -4.56, -7.48)  -0.24
C (-22.88, -3.35, -7.15)  -0.10
C (-19.72, -3.63, -7.84)  -0.22
C (-19.97, -3.63, -9.38)  -0.07
H (-21.06, -6.45, -5.07)  0.08
H (-22.15, -5.19, -4.62)  0.06
H (-20.59, -5.26, -3.82)  0.07
H (-20.41, -3.39, -5.32)  0.11
H (-19.31, -4.64, -5.62)  0.11
H (-22.22, -4.86, -8.51)  0.11
H (-22.49, -5.45, -7.04)  0.10
H (-22.76, -2.50, -7.82)  0.06
H (-23.92, -3.61, -7.32)  0.07
H (-22.83, -2.96, -6.13)  0.06
H (-18.72, -3.99, -7.60)  0.12
H (-19.90, -2.60, -7.50)  0.10
H (-20.72, -2.91, -9.69)  0.06
H (-20.32, -4.61, -9.71)  0.07
H (-19.04, -3.38, -9.90)  0.07

We obtain M values of 284.3; 512.9 g mol⁻¹ for the records listed above, in that order.